Here is 10 unconnected molecules or ions with the total composition C39H58N2O15 at a distorted geometry from OMol25. Energies are from the ωB97M-V functional and the def2-TZVPD basis.

Each line ends with the Mulliken charge.
CARTESIAN COORDINATES (ANGSTROEM)
O 10.127 -14.630 -2.950  -0.582
C 14.964 -18.077 -3.891  -0.285
C 9.434 -16.209 -6.047  -0.130
O 5.399 -19.322 -8.444  -0.347
H 11.210 -23.599 -9.825  0.544
O 11.062 -16.095 -4.336  -0.354
C 9.675 -25.219 -5.058  0.431
C 15.146 -17.697 -2.414  -0.437
H 14.085 -17.551 -4.274  -0.198
H 14.601 -16.792 -2.161  0.380
H 12.579 -25.240 -5.463  -0.119
C 10.725 -22.658 -10.015  -0.630
C 13.687 -21.361 -7.238  0.291
H 6.941 -16.647 -7.457  0.035
H 10.437 -18.221 0.448  0.428
H 6.445 -18.839 -6.682  0.016
O 7.663 -15.779 -1.748  -0.583
N 9.992 -20.812 -11.018  0.029
C 9.399 -17.394 -1.226  0.865
C 8.352 -17.833 0.910  -0.525
C 5.336 -21.131 -0.800  -0.706
H 10.827 -21.823 -8.051  0.595
H 13.829 -23.381 -9.610  0.301
H 8.705 -25.443 -4.621  0.228
C 14.463 -22.817 -8.924  -0.683
H 8.828 -16.953 -6.562  -0.177
H 13.909 -19.762 -4.532  -0.373
H 8.382 -14.619 -5.095  0.510
H 3.585 -20.084 0.089  0.404
O 6.141 -23.804 -3.893  -0.327
H 4.830 -18.124 -6.833  0.333
H 9.355 -17.959 -2.155  -0.723
H 9.557 -20.215 -11.699  0.214
C 10.013 -15.371 -3.874  0.291
C 6.233 -19.262 -1.578  -0.998
H 7.093 -21.220 -2.165  0.652
C 3.811 -23.330 -4.179  -0.476
C 10.580 -21.616 -9.084  -0.170
H 7.719 -18.608 1.345  0.321
H 10.625 -26.181 -3.323  0.284
N 5.208 -18.933 -0.758  0.130
O 14.306 -22.346 -6.602  -0.327
H 7.904 -18.369 -8.906  -0.344
H 8.052 -16.191 -4.307  0.165
C 6.020 -23.125 -5.043  0.541
H 9.409 -19.364 -0.327  0.087
H 14.635 -20.615 -9.015  0.339
H 15.767 -17.662 -4.498  0.435
H 13.873 -24.248 -7.406  0.049
C 8.802 -15.579 -4.805  -0.310
H 9.459 -21.978 -5.208  -0.508
H 15.683 -20.053 -4.166  0.371
H 10.878 -21.085 -2.146  0.447
H 4.629 -25.258 -3.857  0.298
H 10.525 -17.845 -5.142  -0.202
C 13.931 -21.401 -8.738  0.140
H 12.481 -26.917 -4.830  0.340
O 5.859 -19.634 -10.570  -0.616
H 9.655 -24.209 -5.473  -0.440
H 16.221 -17.610 -2.243  0.231
H 8.663 -20.451 -5.686  -0.173
H 3.765 -22.387 -3.624  0.206
H 9.934 -19.465 -9.408  0.576
C 5.724 -18.409 -7.380  -0.106
O 11.157 -26.537 -6.285  -0.406
H 11.567 -21.725 -3.706  0.430
C 7.023 -17.883 -9.345  0.288
C 11.916 -26.044 -5.145  0.009
H 7.193 -17.350 -10.271  0.387
C 4.574 -23.063 -5.454  -0.550
C 4.581 -20.077 -0.317  -0.733
H 5.046 -22.159 -0.635  0.402
C 10.341 -22.119 -11.241  -0.850
H 12.999 -21.123 -9.223  -0.136
H 10.245 -16.709 -1.326  0.495
C 9.451 -18.322 -0.014  -0.411
H 8.717 -17.312 1.801  0.260
H 4.334 -23.890 -6.136  0.302
C 10.180 -20.466 -9.715  -0.696
O 14.647 -18.787 -1.646  -0.408
C 9.750 -20.473 -3.851  0.671
O 8.935 -19.864 -3.198  -0.390
O 7.593 -16.893 0.144  -0.434
H 6.814 -18.509 -2.086  0.687
O 6.961 -22.549 -5.508  -0.507
H 4.278 -22.180 -6.015  0.292
H 10.467 -20.661 -5.832  0.301
O 14.283 -20.965 -1.888  -0.586
O 13.056 -20.501 -6.668  -0.510
C 4.838 -24.260 -3.458  -0.525
H 9.704 -15.470 -6.805  0.337
C 9.562 -20.892 -5.265  0.376
H 2.830 -23.791 -4.160  0.405
C 14.503 -19.917 -2.401  0.431
H 5.581 -16.491 -8.451  0.339
C 14.745 -19.588 -3.861  0.508
C 6.093 -19.034 -9.560  0.492
H 4.891 -24.342 -2.377  0.326
H 15.433 -22.838 -9.423  0.281
H 11.674 -19.996 -3.259  -0.075
C 9.892 -26.088 -6.277  0.401
O 9.116 -26.294 -7.165  -0.608
C 6.334 -17.225 -8.157  -0.399
C 8.181 -16.567 -1.008  0.245
H 4.884 -17.988 -0.659  0.253
H 11.456 -16.917 -6.293  0.406
C 10.711 -16.825 -5.503  -0.050
C 11.066 -20.905 -3.203  -0.985
C 6.388 -20.616 -1.625  -0.112
H 10.361 -22.625 -12.190  0.411
H 15.613 -23.755 -7.437  0.358
H 11.211 -24.614 -3.698  0.154
C 10.846 -25.531 -4.168  -0.374
C 14.579 -23.427 -7.497  -0.159

Summary:
F_max (eV Å⁻¹): 2.5
Orbital gap (eV): 8.486
E_HOMO (eV): -8.05
Energy relative to the best compared isomer or geometry (same formula, charge and spin) (kcal/mol): 50.8
E_tot (eV): -75076.339
SMILES: c1cc[nH]c1.c1cc[nH]c1.O=C1CCCO1.O=C1CCCO1.O=C1CCCO1.O=C1CCCO1.O=C1CCCO1.O=C1CCCO1.O=C1CCCO1.CC(C)=O
M (g/mol): 794.89
LUMO energy (eV): 0.4
Spin multiplicity: 1

***

Here is a molecular structure, C39H59BaClIN5O3P2 at a distorted geometry from OMol25. Energies are from the ωB97M-V functional and the def2-TZVPD basis.

Each line ends with the Mulliken charge.
CARTESIAN COORDINATES (ANGSTROEM)
H -3.461 -3.479 -0.852  0.304
C 3.591 0.576 4.091  -1.385
H 4.814 -1.277 2.187  -0.089
Cl 1.498 2.019 1.891  -0.447
H 6.983 -1.983 1.502  0.364
H 3.682 -2.913 4.054  0.290
H 0.580 4.177 0.852  -0.012
H 3.417 -0.674 -2.473  0.357
H -1.578 1.711 -5.714  0.305
H 2.834 1.354 4.047  0.290
C -3.557 3.810 4.448  -0.391
H 2.800 -3.508 0.898  0.246
H -4.628 -2.230 -1.299  0.517
H -2.997 -3.772 -3.403  0.331
C 0.046 5.869 -1.918  -0.750
C 2.978 -0.818 3.942  0.014
C 1.367 -2.740 2.369  0.455
H -4.287 0.273 1.731  0.159
C -2.913 4.184 2.188  0.079
H 5.704 -1.229 -1.954  0.399
C 1.007 0.018 -2.021  -1.528
H -5.140 -1.226 3.579  0.426
N 0.606 -0.052 2.495  0.593
H -1.588 -4.911 -1.817  0.308
C -0.512 -4.776 -1.931  -1.301
C -4.080 -1.177 3.328  -1.249
C -1.290 4.500 -3.358  -1.005
C -1.548 2.944 3.509  -0.285
H -0.610 -3.466 -3.636  0.579
H 4.315 0.777 3.301  0.186
H -0.123 -5.631 -2.489  0.455
C 1.727 -3.485 1.084  -1.641
O -2.943 1.189 -0.973  -0.106
H 1.242 -2.991 0.241  -0.201
H -2.121 2.617 5.543  0.465
Ba -0.931 0.813 0.050  0.712
H -3.844 -2.009 2.663  0.210
C -0.165 -3.467 -2.637  0.320
H -3.513 -1.304 4.253  0.337
C -0.619 -0.178 -3.803  -0.364
N 1.429 -0.326 -0.729  1.598
H 3.962 -1.933 5.490  0.472
O -2.376 0.228 2.309  0.506
C -3.747 0.146 2.670  -0.162
H -0.713 6.530 -3.796  0.418
H -1.672 2.541 -2.546  0.268
H -4.010 0.985 3.323  0.163
H 2.397 1.631 -2.260  0.682
H -4.244 3.940 5.274  0.397
H 0.549 6.798 -1.687  0.386
H -0.659 0.465 -6.547  0.386
C -4.087 1.496 -1.662  -1.287
H -3.339 -1.860 -0.151  0.161
H -4.971 0.965 -1.263  0.228
H -2.851 -0.889 -2.349  -0.600
H 1.848 -3.238 3.218  0.749
C -0.657 5.710 -3.091  -0.577
H 1.591 -2.422 -3.382  0.184
H -4.130 -2.472 -3.742  0.444
C -0.577 1.293 -5.842  -1.717
C -0.147 -2.795 2.595  -1.802
H -2.489 -2.396 -4.370  0.397
H 4.106 0.629 5.052  0.543
C -3.577 -2.412 -1.062  -1.428
C 6.884 -1.536 0.512  -1.765
H 7.491 -0.627 0.500  0.327
C -2.388 3.076 4.601  -0.906
H -0.451 -3.842 2.585  0.551
C 1.095 1.463 -3.958  -1.030
H -4.315 2.575 -1.620  0.161
C 3.136 -0.823 0.908  0.377
C -0.014 0.846 -4.522  0.383
H 7.329 -2.229 -0.205  0.390
H -4.725 4.961 3.048  0.415
N 0.792 4.884 0.160  -0.301
C 5.001 -1.095 -1.139  -1.092
C -3.831 4.379 3.219  -0.589
C 0.097 4.795 -1.014  0.242
C 3.947 -1.914 4.400  -1.580
C -1.178 3.497 -2.414  -0.387
O 0.189 -0.031 3.645  -0.739
P -0.904 -2.049 -1.681  1.313
C 5.445 -1.254 0.186  0.117
H 1.567 2.287 -4.482  0.318
N -0.503 3.632 -1.273  0.953
I -3.333 5.054 0.332  0.054
H -4.018 1.225 -2.735  0.212
H 1.860 -3.232 -1.846  0.128
C 1.345 -3.312 -2.804  -1.420
H -0.686 -2.290 1.791  0.190
H -1.860 4.340 -4.262  0.500
H 0.964 5.806 0.521  0.255
H 2.093 -0.877 4.590  0.696
C 4.490 -1.123 1.166  -0.653
C -3.086 -2.689 -3.507  -1.860
C -0.142 -0.613 -2.569  0.224
H -0.449 -2.360 3.545  0.453
H 1.748 -4.182 -3.327  0.561
H 1.356 -4.509 1.146  0.789
H -1.502 -0.645 -4.224  0.389
H -0.617 2.393 3.575  0.533
N -1.804 3.485 2.316  0.227
H 0.047 2.062 -6.296  0.401
C 3.706 -0.781 -1.437  -0.551
H 4.964 -1.704 4.071  0.444
C 2.695 -0.594 -0.441  -1.178
C 1.576 1.092 -2.715  0.299
C -2.688 -1.964 -2.224  2.054
H -0.070 -4.798 -0.932  0.094
H -1.762 0.124 3.051  -0.055
P 2.134 -1.049 2.340  1.706

Summary:
F_max (eV Å⁻¹): 1.4
Orbital gap (eV): 6.220
E_HOMO (eV): -6.56
Energy relative to the best compared isomer or geometry (same formula, charge and spin) (kcal/mol): 0.0
E_tot (eV): -94889.471
M (g/mol): 1007.57
LUMO energy (eV): -0.3
Spin multiplicity: 1

***

Here is a molecular structure, C39H59ClGaN16O3 at a distorted geometry from OMol25. Energies are from the ωB97M-V functional and the def2-TZVPD basis.

Each line ends with the Mulliken charge.
CARTESIAN COORDINATES (ANGSTROEM)
H -3.653 -1.452 5.155  0.281
H 3.839 -2.310 0.714  0.190
C 1.658 -2.357 -2.593  0.363
H 4.772 -3.369 -0.354  0.245
N 3.330 2.928 -0.399  -0.300
C 1.222 4.661 -3.899  0.383
C -0.189 -10.284 0.538  0.363
N 1.793 3.668 -3.957  -0.382
H -8.127 -3.302 3.207  -0.037
N 0.293 -10.745 1.472  -0.418
H -9.216 -1.958 6.212  0.296
H 4.488 -0.861 -6.035  0.216
C -2.098 -0.260 -3.715  -0.901
C -0.943 6.784 3.288  -0.647
H 5.051 -2.440 -6.596  0.382
C -9.595 -3.764 5.221  0.404
H -2.755 -3.779 -2.057  0.371
H 1.041 -6.780 3.202  0.249
H -0.092 6.155 3.037  0.164
N -5.004 -2.955 3.259  -0.346
H 2.660 8.709 -4.991  0.258
C 8.502 0.024 -5.681  -0.785
H -2.719 -3.366 0.597  0.214
H -1.046 -8.628 -0.419  0.263
C 3.557 8.746 -4.376  -0.873
H -9.208 -3.398 7.247  0.260
H -0.110 -9.704 -1.474  0.267
C 2.874 -0.418 -2.083  0.033
H 1.958 -3.258 -2.064  0.043
C -0.541 8.189 3.294  0.316
N -0.537 -0.988 5.237  -0.521
C -2.961 -1.335 4.325  -0.357
O -3.091 1.297 -2.212  -0.579
H 0.130 -8.155 3.856  0.296
N -1.204 3.836 1.279  -0.487
C -2.461 1.045 -3.202  0.417
C -0.225 2.660 -0.826  0.933
Ga -1.233 -1.457 -2.242  -0.260
H -1.920 2.040 7.061  0.272
C -3.067 -2.746 -0.230  -0.722
N -9.514 -4.425 4.288  -0.437
H 1.101 6.732 -4.186  0.051
H -0.781 -0.552 -1.008  -0.190
N 4.507 6.060 1.534  -0.419
N 1.925 -2.671 -6.160  -0.444
C -3.933 1.948 0.803  -0.371
H -7.514 -4.090 1.739  0.291
H 2.855 4.375 3.616  0.231
H -7.698 -2.325 1.779  0.278
C 3.808 4.137 3.149  -0.711
H -1.317 6.503 4.270  0.276
C -4.683 1.002 1.623  0.311
C 4.278 7.478 -4.476  0.439
H -0.415 5.845 -4.445  0.300
O 4.006 -0.812 -2.285  -0.565
N -5.263 0.251 2.271  -0.481
C -0.802 -9.667 -0.636  -0.723
H -10.745 -2.747 6.646  0.268
C -1.488 1.265 7.691  -0.618
H -3.260 -0.474 3.732  0.024
C -7.436 -3.204 2.366  -0.572
Cl -1.881 2.504 -4.178  -0.291
H 4.193 9.558 -4.722  0.326
H -4.202 2.967 1.072  0.355
H 3.707 3.212 2.582  0.242
C 4.409 -1.932 -5.881  -0.729
H 8.553 -0.817 -4.993  0.264
H 0.396 1.815 -0.535  0.048
C 0.479 5.914 -3.827  -0.621
C 3.015 -4.209 0.415  0.385
O 1.839 -1.181 -1.756  -0.077
H -2.963 -0.764 -4.137  0.402
N -0.749 2.292 9.973  -0.373
H 9.446 0.110 -6.214  0.297
H -2.868 1.812 0.960  0.031
C 7.414 -0.183 -6.633  0.421
C 3.931 3.643 -1.064  0.333
H -1.053 2.302 -1.432  -0.509
N 4.846 6.485 -4.555  -0.407
H 4.779 -3.652 1.399  0.346
H -0.634 0.827 7.179  0.250
C 4.201 5.216 2.249  0.366
H 4.432 4.409 -2.948  0.323
N -0.226 9.292 3.298  -0.375
C 3.024 -2.358 -6.060  0.302
C -0.942 -6.944 2.529  0.343
H -1.713 -10.200 -0.898  0.272
H 0.704 -8.188 2.180  0.155
H 0.276 -2.233 -4.205  0.236
H 4.563 4.007 3.922  0.289
C -9.698 -2.915 6.404  -0.761
H 0.186 6.111 -2.798  0.291
H -4.159 1.783 -0.249  0.182
H 4.489 5.582 -1.619  0.250
C 0.250 -2.523 -3.158  -0.727
C -0.748 3.328 0.356  0.196
H 8.325 0.937 -5.115  0.260
C -6.074 -3.066 2.864  0.294
H 3.276 8.929 -3.341  0.280
H 5.763 4.360 -1.777  0.345
H 0.020 -3.586 -3.124  0.566
H 2.340 -2.292 -3.439  -0.453
H -1.725 6.623 2.549  0.254
H -3.872 -2.038 -0.036  0.269
N 2.099 -4.889 0.295  -0.398
H -1.376 -0.137 -4.521  0.461
H -2.231 0.490 7.863  0.232
C 0.311 -7.552 2.968  -0.663
N 6.552 -0.341 -7.373  -0.436
C 4.173 -3.332 0.553  -0.717
C -2.533 -2.869 -1.491  -0.271
C -1.602 -1.140 4.835  0.290
N -1.936 -6.481 2.193  -0.407
H 4.732 -2.173 -4.868  0.278
H -3.000 -2.218 3.705  0.344
C 4.700 4.554 -1.904  -0.920
C -1.073 1.840 8.969  0.220
H 0.374 3.356 -1.411  -0.116
H 2.657 0.655 -2.160  0.453

Summary:
F_max (eV Å⁻¹): 2.4
Orbital gap (eV): 4.931
E_HOMO (eV): -3.35
Charge: -1
E_tot (eV): -136275.950
M (g/mol): 905.19
LUMO energy (eV): 1.6
Spin multiplicity: 1

***

Here is a molecular structure, C39H60NOP2ScSi at a distorted geometry from OMol25. Energies are from the ωB97M-V functional and the def2-TZVPD basis.

Each line ends with the Mulliken charge.
CARTESIAN COORDINATES (ANGSTROEM)
H -4.564 -5.272 -0.450  0.479
C -2.779 -5.067 0.759  -0.602
C 2.724 -1.398 -1.640  0.272
C -2.093 -2.832 1.445  0.233
O 0.248 1.548 2.414  -0.154
H -0.756 3.677 2.027  0.234
H -3.378 0.688 -3.990  0.321
C 5.200 -1.500 3.165  -0.592
H 1.558 2.516 -1.177  -0.602
H 1.957 -3.011 -0.452  0.510
H -1.667 2.155 -2.718  0.453
H 4.817 -3.511 -3.514  0.364
C 1.542 2.633 4.100  -1.209
H 4.316 -2.785 -1.047  0.160
H -6.893 0.968 2.812  0.339
H 0.791 -4.336 -2.254  0.469
C -4.158 -3.190 0.048  -0.417
Si -1.330 -1.210 2.092  0.617
P -3.132 -0.515 0.731  0.040
C -4.958 2.872 2.285  -0.903
H -0.032 1.570 -2.583  0.143
H 5.856 -1.789 3.969  0.432
C 4.468 4.048 -1.980  -0.654
C 3.846 -1.357 3.354  -0.311
H 4.029 3.216 -4.014  0.370
C 2.586 2.729 -0.776  0.427
P 2.713 -0.011 -0.408  0.726
N -0.041 3.804 2.750  -0.356
C -2.896 -0.143 -3.397  -0.973
H -1.023 -4.545 2.011  0.473
H -1.046 0.267 -4.433  0.561
C -4.389 0.770 1.079  0.716
H 4.659 5.024 -2.485  0.408
C -4.053 1.604 2.314  -0.076
H 4.810 0.764 -2.682  0.024
C 5.820 -1.226 1.930  -0.820
Sc 1.234 -0.052 1.707  -1.204
H 2.460 2.856 0.336  -0.160
C 3.088 4.070 -1.296  -0.886
H 0.655 -1.947 -1.123  -0.360
H 6.893 -1.455 1.841  0.433
H 2.591 2.594 3.683  0.254
H -1.093 -0.351 4.539  0.391
H -4.123 -1.141 -1.877  0.078
H -1.659 1.674 -0.461  0.226
H -0.746 -2.072 4.383  0.366
H 1.043 -3.005 -3.393  0.235
C -1.906 -4.210 1.454  -0.547
H 4.426 1.692 -0.422  0.893
H 5.548 2.725 -3.430  0.382
C 4.038 -2.104 -1.938  -0.512
C 3.104 -0.866 2.286  0.003
C -1.074 1.253 -2.481  -0.460
C -5.773 0.149 1.151  -0.822
C -3.920 -4.567 0.059  -0.884
H 3.370 -1.630 4.296  0.492
H -6.194 2.827 0.488  0.273
C -6.319 2.625 1.577  -0.596
C 1.596 -2.471 -1.333  -0.454
C 3.565 1.538 -1.057  0.274
H -4.434 3.716 1.827  0.285
C 0.531 2.642 3.029  0.861
H 3.101 4.768 -0.488  0.366
H 2.384 -0.845 -2.534  0.588
H -6.045 -0.142 0.128  0.332
C 2.821 -4.101 -2.827  -0.799
C 5.087 -0.754 0.865  -0.256
C -1.418 -1.246 4.010  -1.366
C -3.514 -0.206 -1.968  -0.286
H -2.458 -1.507 4.275  0.409
H -5.053 -2.730 -0.421  0.424
H -4.199 0.983 3.265  0.387
H 3.116 1.303 -3.117  0.102
H 2.349 4.382 -2.033  0.413
H 1.473 1.716 4.688  0.250
H 4.827 -1.370 -2.112  0.240
H -1.897 -1.300 -1.104  0.143
H -2.570 -6.136 0.790  0.445
H 1.456 3.489 4.769  0.492
C 4.547 2.876 -3.047  -1.071
H 3.562 -2.423 -4.073  0.292
H -7.126 3.231 2.009  0.409
H -7.735 1.055 1.190  0.404
C -1.309 0.816 -1.044  1.219
H 5.247 3.866 -1.201  0.318
C 3.706 -0.643 0.998  0.578
C -1.408 0.078 -3.411  -0.334
C -3.277 -2.332 0.755  -0.312
H 2.609 -4.738 -3.665  0.448
H 3.207 -4.749 -1.999  0.264
H -0.337 0.451 -0.651  -1.407
H -5.765 -0.710 1.816  0.300
C -2.380 -0.297 -0.978  -0.069
H -4.354 1.415 0.253  0.464
H -3.003 1.969 2.353  -0.299
C 3.845 -3.068 -3.154  -0.706
H 5.546 -0.521 -0.143  0.307
H -3.240 -1.051 -3.958  0.375
H -5.113 3.208 3.340  0.441
H 0.051 4.613 3.333  0.248
H -4.204 0.632 -1.735  0.185
H -0.891 -0.837 -3.042  -0.100
C -6.775 1.177 1.729  -0.769
C 4.026 1.526 -2.520  -0.095
C 1.457 -3.493 -2.473  -0.640

Summary:
F_max (eV Å⁻¹): 2.9
Orbital gap (eV): 7.507
E_HOMO (eV): -12.76
Charge: +2
E_tot (eV): -92097.081
M (g/mol): 693.90
LUMO energy (eV): -5.3
Spin multiplicity: 1